{"formula": "C54H81N5O18", "method": "ωB97M-V/def2-TZVPD", "symbols": ["O", "C", "O", "C", "C", "C", "H", "H", "H", "H", "H", "H", "O", "C", "O", "C", "C", "C", "H", "H", "H", "H", "H", "H", "O", "C", "O", "C", "C", "C", "H", "H", "H", "H", "H", "H", "O", "C", "O", "C", "C", "C", "H", "H", "H", "H", "H", "H", "O", "C", "O", "C", "C", "C", "H", "H", "H", "H", "H", "H", "O", "C", "O", "C", "C", "C", "H", "H", "H", "H", "H", "H", "O", "C", "O", "C", "C", "C", "H", "H", "H", "H", "H", "H", "O", "C", "O", "C", "C", "C", "H", "H", "H", "H", "H", "H", "C", "O", "H", "H", "H", "H", "C", "O", "H", "H", "H", "H", "N", "C", "C", "C", "C", "H", "H", "H", "H", "H", "N", "C", "C", "C", "C", "H", "H", "H", "H", "H", "N", "C", "C", "C", "C", "H", "H", "H", "H", "H", "N", "C", "C", "C", "C", "H", "H", "H", "H", "H", "N", "C", "C", "C", "C", "H", "H", "H", "H", "H"], "coordinates": [[11.84, 12.96, 2.77], [12.84, 12.32, 2.53], [12.88, 11.43, 1.51], [14.13, 10.68, 1.51], [14.84, 11.05, 2.81], [14.16, 12.32, 3.25], [14.76, 10.98, 0.67], [13.83, 9.64, 1.46], [15.91, 11.26, 2.70], [14.84, 10.17, 3.45], [14.68, 13.21, 2.90], [14.07, 12.38, 4.33], [9.43, 15.92, -3.32], [9.19, 14.84, -2.81], [9.34, 14.65, -1.48], [8.55, 13.55, -1.01], [7.66, 13.22, -2.23], [8.51, 13.64, -3.41], [7.93, 13.86, -0.17], [9.06, 12.65, -0.67], [6.71, 13.75, -2.14], [7.41, 12.16, -2.28], [7.99, 13.91, -4.32], [9.28, 12.89, -3.59], [10.92, 10.92, 5.41], [10.39, 11.99, 5.63], [11.06, 13.06, 6.10], [10.16, 14.12, 6.47], [8.97, 13.87, 5.57], [8.94, 12.35, 5.44], [10.61, 15.09, 6.26], [9.96, 14.03, 7.53], [9.10, 14.40, 4.63], [8.10, 14.21, 6.13], [8.58, 11.98, 4.48], [8.36, 11.82, 6.20], [9.36, 7.63, -2.56], [8.36, 8.01, -3.11], [7.80, 7.39, -4.20], [6.47, 7.92, -4.48], [6.14, 8.66, -3.23], [7.48, 9.19, -2.73], [5.90, 7.01, -4.68], [6.60, 8.57, -5.35], [5.74, 8.03, -2.44], [5.48, 9.52, -3.36], [7.61, 9.26, -1.65], [7.87, 10.03, -3.29], [5.97, 9.31, 8.17], [5.65, 9.86, 7.14], [6.49, 9.98, 6.10], [5.95, 10.61, 4.94], [4.47, 10.54, 5.16], [4.29, 10.44, 6.71], [6.16, 9.97, 4.09], [6.29, 11.64, 4.86], [3.99, 9.72, 4.62], [3.96, 11.46, 4.88], [3.50, 9.77, 7.02], [4.27, 11.45, 7.13], [10.05, 10.26, -4.45], [10.75, 10.18, -3.45], [10.51, 10.84, -2.33], [11.43, 10.48, -1.27], [12.23, 9.28, -1.85], [12.07, 9.42, -3.34], [10.92, 10.08, -0.40], [12.07, 11.30, -0.98], [11.85, 8.32, -1.52], [13.29, 9.36, -1.58], [12.08, 8.48, -3.89], [12.80, 10.12, -3.75], [9.46, 18.28, 4.45], [9.44, 17.53, 3.51], [10.21, 16.42, 3.45], [9.96, 15.73, 2.25], [8.57, 16.10, 1.81], [8.41, 17.48, 2.36], [10.01, 14.64, 2.31], [10.76, 15.99, 1.56], [7.79, 15.40, 2.13], [8.44, 16.20, 0.73], [7.41, 17.65, 2.75], [8.64, 18.28, 1.65], [4.61, 13.91, 4.05], [5.06, 14.75, 4.78], [6.11, 15.48, 4.43], [6.32, 16.59, 5.30], [5.51, 16.27, 6.58], [4.50, 15.22, 6.13], [6.13, 17.49, 4.72], [7.37, 16.68, 5.56], [5.05, 17.17, 6.98], [6.15, 15.92, 7.39], [3.46, 15.52, 6.08], [4.61, 14.29, 6.71], [10.61, 6.16, 0.68], [10.09, 7.39, 0.20], [10.90, 6.33, 1.71], [9.85, 5.38, 0.63], [11.54, 5.92, 0.16], [10.01, 7.41, -0.77], [11.67, 8.75, 3.11], [12.49, 9.32, 4.09], [10.76, 8.41, 3.61], [11.43, 9.41, 2.27], [12.17, 7.88, 2.66], [11.93, 10.02, 4.47], [7.40, 7.09, 2.39], [6.43, 7.33, 3.29], [5.25, 7.36, 2.57], [5.57, 7.24, 1.20], [6.94, 7.19, 1.09], [8.37, 6.99, 2.64], [6.62, 7.36, 4.35], [4.29, 7.54, 3.02], [4.91, 7.08, 0.36], [7.53, 7.02, 0.21], [4.96, 16.92, -0.09], [5.29, 15.78, 0.60], [4.68, 14.74, -0.08], [3.98, 15.25, -1.22], [4.07, 16.63, -1.09], [5.32, 17.85, 0.08], [5.74, 15.69, 1.57], [4.57, 13.71, 0.20], [3.46, 14.70, -1.98], [3.62, 17.46, -1.62], [2.35, 10.38, 2.08], [1.85, 11.01, 3.20], [1.17, 10.02, 3.91], [1.09, 8.85, 3.13], [2.00, 9.04, 2.13], [3.01, 10.76, 1.42], [2.13, 12.05, 3.31], [0.64, 10.13, 4.84], [0.62, 7.92, 3.39], [2.37, 8.28, 1.47], [3.08, 11.50, -2.12], [4.33, 11.35, -1.58], [4.38, 10.08, -1.03], [3.09, 9.50, -1.14], [2.29, 10.43, -1.78], [2.75, 12.28, -2.65], [5.06, 12.12, -1.77], [5.21, 9.55, -0.59], [2.89, 8.47, -0.89], [1.23, 10.41, -1.96], [7.27, 10.52, 1.13], [6.60, 11.54, 1.72], [7.43, 12.52, 2.14], [8.73, 12.12, 1.89], [8.59, 10.80, 1.40], [6.87, 9.68, 0.75], [5.52, 11.56, 1.72], [7.11, 13.43, 2.63], [9.62, 12.61, 2.24], [9.35, 10.08, 1.16]], "homo_ev": -8.09, "homo_lumo_gap_ev": 8.39}

---

{"formula": "C6H14NO2", "method": "ωB97M-V/def2-TZVPD", "symbols": ["C", "N", "C", "C", "C", "O", "C", "C", "O", "H", "H", "H", "H", "H", "H", "H", "H", "H", "H", "H", "H", "H", "H"], "coordinates": [[1.22, 1.73, 0.46], [0.47, 0.57, -0.21], [1.49, -0.54, -0.57], [0.69, -1.76, -0.46], [-0.79, -1.26, -0.57], [-1.06, -0.73, -1.80], [-0.68, -0.07, 0.52], [-1.84, 0.79, 0.67], [-0.17, -0.61, 1.68], [1.26, 1.37, 1.44], [2.24, 1.74, -0.10], [0.81, 2.75, 0.42], [-0.01, 0.96, -1.02], [2.42, -0.47, 0.14], [1.89, -0.33, -1.61], [0.76, -2.54, -1.30], [0.75, -2.16, 0.57], [-1.61, -1.86, -0.22], [-0.93, -1.39, -2.42], [-1.58, 1.87, 0.71], [-2.46, 0.69, 1.54], [-2.41, 0.71, -0.37], [-0.71, -0.42, 2.46]], "charge": 1, "homo_ev": -14.76, "e_above_lowest_kcal_mol": 14.0, "homo_lumo_gap_ev": 12.00, "smiles": "C[N@H+]1CC[C@H](O)[C@@]1(C)O"}

---

{"formula": "C44H42FN9O3Ti", "method": "ωB97M-V/def2-TZVPD", "symbols": ["Ti", "C", "C", "C", "C", "C", "C", "N", "C", "C", "C", "C", "C", "N", "C", "C", "C", "C", "C", "C", "N", "H", "H", "H", "H", "H", "H", "H", "H", "H", "H", "H", "H", "H", "H", "H", "C", "C", "N", "C", "C", "C", "O", "O", "C", "O", "C", "C", "C", "F", "C", "C", "C", "N", "C", "C", "N", "C", "C", "H", "H", "H", "H", "H", "H", "H", "H", "H", "H", "H", "H", "H", "H", "H", "H", "H", "H", "C", "C", "C", "C", "C", "C", "N", "N", "C", "C", "C", "C", "C", "N", "H", "H", "H", "H", "H", "H", "H", "H", "H"], "coordinates": [[-1.85, 0.25, 1.58], [-2.93, -3.15, 2.78], [-2.65, -2.23, 3.92], [-2.44, -2.76, 5.20], [-2.14, -1.92, 6.25], [-2.09, -0.55, 6.01], [-2.33, -0.09, 4.73], [-2.58, -0.91, 3.69], [-2.33, 1.37, 4.46], [-2.54, 2.29, 5.48], [-2.54, 3.64, 5.18], [-2.38, 4.04, 3.87], [-2.20, 3.07, 2.90], [-2.16, 1.77, 3.20], [-2.16, 3.39, 1.45], [-1.99, 4.68, 0.97], [-2.09, 4.90, -0.39], [-2.38, 3.83, -1.22], [-2.51, 2.55, -0.68], [-2.87, 1.39, -1.55], [-2.36, 2.34, 0.63], [-3.08, -4.17, 3.15], [-2.10, -3.16, 2.07], [-3.82, -2.84, 2.24], [-2.51, -3.82, 5.34], [-1.95, -2.32, 7.23], [-1.83, 0.13, 6.81], [-2.72, 1.96, 6.49], [-2.71, 4.37, 5.96], [-2.43, 5.09, 3.61], [-1.78, 5.50, 1.65], [-1.97, 5.89, -0.80], [-2.51, 3.97, -2.28], [-3.93, 1.16, -1.44], [-2.31, 0.50, -1.28], [-2.68, 1.62, -2.60], [5.67, -0.97, 0.72], [5.17, 0.46, 0.63], [3.71, 0.53, 0.44], [2.93, 0.63, 1.53], [1.56, 0.61, 1.50], [0.75, 0.55, 2.76], [1.05, 1.19, 3.75], [-0.25, -0.28, 2.64], [0.90, 0.57, 0.25], [-0.35, 0.66, 0.13], [1.73, 0.42, -0.93], [1.13, 0.25, -2.18], [1.91, 0.02, -3.27], [1.33, -0.12, -4.48], [3.31, -0.08, -3.18], [3.90, 0.11, -1.95], [3.13, 0.37, -0.81], [4.13, -0.37, -4.31], [4.76, 0.77, -4.95], [5.98, 0.31, -5.73], [5.56, -0.76, -6.71], [4.84, -1.90, -6.03], [3.65, -1.34, -5.28], [6.76, -0.97, 0.84], [5.43, -1.54, -0.18], [5.23, -1.48, 1.57], [5.64, 1.02, -0.18], [5.39, 1.01, 1.54], [3.44, 0.71, 2.48], [0.05, 0.27, -2.26], [4.98, 0.00, -1.89], [5.08, 1.49, -4.20], [4.07, 1.30, -5.63], [6.71, -0.16, -5.07], [6.44, 1.11, -6.29], [6.37, -1.10, -7.22], [4.93, -0.34, -7.41], [5.57, -2.36, -5.36], [4.55, -2.60, -6.81], [3.15, -2.16, -4.77], [2.94, -0.91, -6.00], [0.66, -3.52, -1.91], [-0.53, -3.15, -2.52], [-1.49, -2.45, -1.82], [-1.27, -2.11, -0.49], [-0.08, -2.49, 0.13], [0.88, -3.20, -0.58], [-2.23, -1.41, 0.28], [-3.47, -1.71, -0.06], [-4.41, -0.96, 0.56], [-5.77, -1.27, 0.33], [-6.74, -0.50, 0.91], [-6.37, 0.58, 1.71], [-5.03, 0.83, 1.90], [-4.06, 0.08, 1.35], [1.40, -4.10, -2.46], [-0.71, -3.42, -3.56], [-2.44, -2.18, -2.28], [0.08, -2.25, 1.18], [1.79, -3.52, -0.08], [-5.99, -2.12, -0.30], [-7.78, -0.73, 0.74], [-7.10, 1.22, 2.19], [-4.69, 1.66, 2.51]], "charge": 2, "homo_ev": [-10.34, -12.11], "s2": 2.02, "e_above_lowest_kcal_mol": 0.0, "homo_lumo_gap_ev": [5.79, 7.47], "spin_multiplicity": 3}

---

Which formula does entry 3 have?
C44H42FN9O3Ti